Formula: C6H10Cl2N2
Source: OMol25
Level of theory: wB97M-V/def2-TZVPD

```
20
Properties=species:S:1:pos:R:3:forces:R:3:lowdin_charge:R:1
C -0.376211 1.009647 -1.383864 1.08 -0.92 1.16 -0.04
C -0.776686 1.175601 -0.103495 1.38 -0.49 -1.30 -0.10
C 1.762514 -0.288764 -0.954825 0.34 2.52 0.38 0.01
C 0.663120 -0.054146 -1.655339 -1.23 0.25 -0.78 -0.37
C -0.623770 0.080779 2.130209 -0.05 1.32 0.33 -0.77
C 0.235157 -1.055101 -2.691038 0.09 -1.24 1.64 -0.06
N -0.122247 0.447450 0.904094 -3.13 1.74 1.61 0.03
N -0.118222 -0.630027 3.015103 -0.68 -0.21 0.43 0.01
Cl -2.003107 -2.398741 4.211170 -1.60 -2.77 1.21 0.32
Cl -2.121278 0.884235 2.704812 0.43 0.38 -0.83 0.65
H -0.812738 1.494176 -2.241068 -0.18 0.30 0.16 0.10
H -1.444372 1.931293 0.194190 -0.99 0.48 0.42 0.08
H 2.410042 -1.054788 -1.187331 1.11 -1.84 -0.66 0.04
H 2.228028 0.446951 -0.289317 -0.60 -0.21 0.08 0.09
H -0.758900 -1.389920 -2.301208 0.89 -0.86 0.11 0.09
H 1.088709 -1.868036 -2.706838 -2.26 1.38 -0.81 0.12
H -0.197130 -0.606106 -3.571209 1.06 0.20 -0.99 0.07
H 0.452905 -0.229732 0.550909 2.07 -1.93 -0.91 0.05
H -1.543582 -1.343668 3.789737 1.18 2.04 -0.66 -0.40
H 0.493033 -1.398910 2.874703 1.10 -0.15 -0.59 0.07
```
Positions in Å, forces in eV/Å.

Results
- energy (eV) = -34406.9785
- energy above the lowest of the compared OMol25 structures with the same formula, charge and spin (kcal per mole) = 36.0
- 2S+1 = 1
- SMILES string = [H]/N=C(/Cl)N/C=C\C(=C)C.Cl
- HOMO (eV) = -9.0
- total charge = 0